{"formula": "C5H8O2", "method": "wB97M-V/def2-TZVPD", "orbital_gap_ev": 9.6, "de_lowest_ev": 4.821, "total_charge": 0, "e_tot_ev": -9405.0112, "elements": ["C", "C", "O", "C", "O", "C", "C", "H", "H", "H", "H", "H", "H", "H", "H"], "positions_angstrom": [[-0.1173, 0.1039, -1.9330], [-0.9437, -0.3312, -0.9148], [-2.0939, -0.7344, -0.7975], [-0.2989, 0.0692, 0.6171], [-1.3462, 0.1930, 1.4925], [1.0038, 0.7599, 1.0173], [0.9235, -0.7269, 1.0155], [-0.3942, 0.8491, -0.4995], [0.9378, 0.2706, -1.7395], [-0.4391, 0.0355, -2.9674], [-2.0706, -0.3067, 1.0573], [0.9350, 1.2827, 1.9661], [1.5967, 1.2598, 0.2549], [1.4492, -1.2785, 0.2414], [0.8244, -1.2259, 1.9747]], "forces_ev_per_angstrom": [[-0.1, -0.1, -0.1], [-0.2, -0.1, -0.2], [0.3, 0.1, -0.1], [0.1, 0.0, 0.1], [-0.1, -0.1, 0.0], [0.1, 0.2, 0.0], [0.1, -0.2, 0.0], [0.1, 0.2, 0.0], [-0.2, 0.0, 0.1], [0.0, 0.0, 0.1], [0.0, 0.1, 0.1], [0.0, -0.1, -0.1], [-0.1, -0.1, 0.1], [-0.1, 0.1, 0.1], [0.0, 0.1, -0.1]], "lowdin_charge": [0.06, -0.50, 0.03, -0.47, 0.03, -0.05, -0.04, 0.22, 0.06, 0.08, 0.11, 0.12, 0.11, 0.12, 0.12]}